Record 1
26
Properties=species:S:1:pos:R:3:mulliken_charge:R:1 method="wB97M-V/def2-TZVPD" homo_energy_ev=-9.5 smiles=OCCO.OCCO.O.O relative_energy_kcal_mol=50.83 homo_lumo_gap_ev=9.7
O -1.721 -0.520 0.090 -0.46
C -2.120 -0.569 -1.264 -0.42
C -0.974 -0.138 -2.186 -0.10
O -1.464 -0.044 -3.523 -0.54
H -0.935 -1.082 0.208 0.34
H -2.463 -1.581 -1.507 0.30
H -3.005 0.046 -1.433 0.29
H -0.208 -0.910 -2.134 0.09
H -0.608 0.798 -1.763 0.22
H -1.495 0.892 -3.739 0.35
O 1.075 2.908 1.264 -0.57
C 0.642 1.536 1.342 0.39
C 0.035 1.197 2.680 -0.46
O -0.876 2.116 3.232 -0.55
H 0.494 3.338 0.636 0.34
H -0.023 1.391 0.493 -0.24
H 1.504 0.872 1.233 0.20
H 0.834 1.032 3.414 0.32
H -0.447 0.220 2.623 0.25
H -0.453 2.966 3.380 0.32
O 2.890 -2.444 -1.168 -0.66
H 2.893 -3.352 -1.498 0.32
H 3.513 -1.974 -1.734 0.30
O 0.601 -2.166 0.328 -0.66
H 0.920 -2.134 1.237 0.29
H 1.392 -2.398 -0.210 0.35

---

Record 2
27
Properties=species:S:1:pos:R:3:mulliken_charge:R:1 method="wB97M-V/def2-TZVPD" homo_energy_ev=-11.1 smiles="O=C(O)CCCO.O.O.O.O" relative_energy_kcal_mol=0.00 homo_lumo_gap_ev=11.5
O -0.261 -2.210 -1.773 -0.57
C -0.434 -2.229 -0.578 0.43
O -1.193 -3.171 0.024 -0.47
C 0.012 -1.177 0.425 -0.51
C 0.685 0.024 -0.196 0.56
C 2.065 0.375 0.354 -0.59
O 2.060 1.775 0.654 -0.53
H -1.787 -3.577 -0.624 0.36
H -0.907 -1.011 0.978 0.07
H 0.632 -1.751 1.129 0.35
H 0.069 0.894 0.015 -0.59
H 0.776 -0.123 -1.260 0.45
H 2.890 0.141 -0.306 0.33
H 2.270 -0.192 1.268 0.28
H 2.985 2.032 0.740 0.30
O -2.375 2.511 -0.661 -0.64
H -2.770 1.649 -0.457 0.33
H -1.525 2.204 -1.005 0.32
O 2.104 -1.792 -3.585 -0.64
H 1.179 -1.871 -3.316 0.39
H 2.545 -1.542 -2.757 0.30
O -0.333 2.336 2.277 -0.63
H 0.632 2.294 2.258 0.30
H -0.642 2.610 1.405 0.36
O -2.958 0.469 1.318 -0.60
H -3.597 0.920 1.878 0.30
H -2.121 0.411 1.793 0.33

---

Record 3
38
Properties=species:S:1:pos:R:3:mulliken_charge:R:1 method="wB97M-V/def2-TZVPD" homo_energy_ev=-5.6 charge=-1 homo_lumo_gap_ev=7.3
N -0.769 -2.928 2.421 -0.52
B -1.285 -2.066 1.261 0.39
O -0.314 -1.486 0.269 -0.45
S -3.174 -1.774 1.142 0.83
O -3.355 -0.239 1.077 -0.63
O -3.612 -2.364 -0.218 -0.68
N -3.862 -2.547 2.547 -0.40
S -5.401 -1.861 3.006 0.76
O -5.342 -0.340 3.373 -0.60
O -5.814 -2.584 4.346 -0.68
B -6.810 -2.270 1.787 0.55
O -7.252 -3.689 1.553 -0.52
O -7.570 -1.237 1.042 -0.48
H 0.198 -3.278 2.242 0.21
H -0.853 -2.414 3.325 0.25
H -0.816 -0.754 -0.231 0.31
H -6.627 -4.152 0.922 0.33
H -6.937 -0.522 0.725 0.35
C 1.977 1.595 -3.375 -0.73
S 1.335 -0.096 -3.311 0.38
O 0.113 -0.081 -2.441 -0.55
C 2.693 -0.777 -2.330 -0.82
H 1.260 2.217 -3.917 0.37
H 2.101 1.986 -2.363 0.05
H 2.933 1.604 -3.902 0.37
H 2.775 -0.242 -1.381 0.21
H 3.627 -0.694 -2.890 0.38
H 2.483 -1.831 -2.133 0.31
C 3.819 4.100 -0.660 -0.93
S 5.367 3.305 -1.157 0.46
O 5.011 2.101 -1.979 -0.55
C 5.819 2.721 0.494 -0.92
H 3.338 4.509 -1.552 0.32
H 3.155 3.369 -0.194 0.28
H 4.033 4.913 0.038 0.38
H 5.034 2.073 0.891 0.30
H 5.970 3.577 1.156 0.36
H 6.751 2.155 0.418 0.31

---

Record 4
25
Properties=species:S:1:pos:R:3:mulliken_charge:R:1 method="wB97M-V/def2-TZVPD" homo_energy_ev=-12.7 relative_energy_kcal_mol=34.01 charge=+1 homo_lumo_gap_ev=10.0
C -0.640 0.849 1.148 -0.68
N -1.051 -0.381 0.415 0.05
C -0.769 -1.642 1.188 -0.87
C 0.898 0.869 1.377 -0.76
N 1.627 0.534 0.177 -0.08
C 2.357 1.513 -0.614 -0.96
H -0.857 1.713 0.529 0.39
H -1.123 0.801 2.122 0.45
H -2.043 -0.423 0.134 0.41
H -0.852 -1.328 2.226 0.39
H -1.486 -2.427 0.963 0.36
H 0.204 -2.082 0.998 0.28
H 1.057 1.875 1.777 0.39
H 1.115 0.104 2.119 0.39
H -0.504 -0.448 -0.436 0.13
H 2.087 -0.345 0.297 0.24
H 2.042 2.499 -0.246 0.31
H 3.434 1.405 -0.547 0.33
H 2.081 1.563 -1.662 0.30
H 0.953 -1.761 -3.225 0.31
H 0.933 -0.590 -2.035 0.30
O 0.873 -1.521 -2.289 -0.62
H -4.006 -0.290 -0.929 0.30
H -3.201 -0.312 -2.217 0.30
O -3.128 -0.175 -1.269 -0.63

---

Record 5
25
Properties=species:S:1:pos:R:3:mulliken_charge:R:1 method="wB97M-V/def2-TZVPD" homo_energy_ev=-12.7 relative_energy_kcal_mol=29.36 charge=+1 homo_lumo_gap_ev=9.8
N -1.304 0.055 -0.444 -0.12
C -0.422 -0.436 -1.516 -0.70
C 0.667 -1.360 -0.893 -0.57
N 0.869 -1.048 0.522 0.09
C 2.156 -0.446 0.773 -1.32
C 0.612 -2.186 1.418 -1.03
H -2.077 -0.565 -0.227 0.37
H -1.579 1.042 -0.507 0.28
H -0.732 0.116 0.429 0.39
H 0.013 0.358 -2.108 0.24
H -1.078 -0.960 -2.203 0.42
H 1.593 -1.221 -1.441 0.41
H 0.316 -2.382 -1.055 0.39
H 3.000 -1.137 0.721 0.42
H 2.174 -0.022 1.781 0.35
H 2.368 0.380 0.119 0.41
H 1.118 -2.019 2.362 0.34
H 0.968 -3.128 1.005 0.36
H -0.466 -2.311 1.559 0.30
H -2.017 3.385 -1.196 0.30
H -0.999 3.628 -2.338 0.30
O -1.261 3.003 -1.657 -0.61
H -1.497 3.148 1.453 0.29
H -1.218 1.860 2.164 0.29
O -1.205 2.245 1.278 -0.61

---

Record 6
25
Properties=species:S:1:pos:R:3:mulliken_charge:R:1 method="wB97M-V/def2-TZVPD" homo_energy_ev=-13.2 relative_energy_kcal_mol=184.57 charge=+1 homo_lumo_gap_ev=5.2
C -0.201 -1.897 -3.091 -1.14
C 0.455 -0.931 -2.099 -0.47
C 0.787 -1.563 -0.799 -0.91
C 0.987 -0.532 0.335 -0.54
N -0.195 -0.170 1.069 -0.34
N -0.122 0.376 -1.982 -0.14
H -1.183 -2.198 -2.689 0.24
H -0.364 -1.352 -4.025 0.42
H 0.364 -2.806 -3.293 0.37
H 1.415 -0.657 -2.627 0.49
H 1.773 -2.024 -0.946 0.46
H 0.023 -2.326 -0.530 0.41
H 1.873 -0.887 0.869 0.38
H 1.385 0.288 -0.265 0.33
H -0.824 -0.944 1.209 0.23
H 0.122 0.328 1.897 0.26
H -0.291 0.659 -2.954 0.37
H -1.044 -0.294 -1.268 0.20
H -1.616 -1.174 -0.765 0.40
H 1.452 2.127 3.836 0.33
H -0.011 2.563 3.583 0.38
O 0.734 2.069 3.199 -0.67
H -1.625 4.540 3.855 0.31
H -2.383 3.206 3.790 0.30
O -1.510 3.599 3.689 -0.66

---

Please write out number 5 again, unchanged.
25
Properties=species:S:1:pos:R:3:mulliken_charge:R:1 method="wB97M-V/def2-TZVPD" homo_energy_ev=-12.7 relative_energy_kcal_mol=29.36 charge=+1 homo_lumo_gap_ev=9.8
N -1.304 0.055 -0.444 -0.12
C -0.422 -0.436 -1.516 -0.70
C 0.667 -1.360 -0.893 -0.57
N 0.869 -1.048 0.522 0.09
C 2.156 -0.446 0.773 -1.32
C 0.612 -2.186 1.418 -1.03
H -2.077 -0.565 -0.227 0.37
H -1.579 1.042 -0.507 0.28
H -0.732 0.116 0.429 0.39
H 0.013 0.358 -2.108 0.24
H -1.078 -0.960 -2.203 0.42
H 1.593 -1.221 -1.441 0.41
H 0.316 -2.382 -1.055 0.39
H 3.000 -1.137 0.721 0.42
H 2.174 -0.022 1.781 0.35
H 2.368 0.380 0.119 0.41
H 1.118 -2.019 2.362 0.34
H 0.968 -3.128 1.005 0.36
H -0.466 -2.311 1.559 0.30
H -2.017 3.385 -1.196 0.30
H -0.999 3.628 -2.338 0.30
O -1.261 3.003 -1.657 -0.61
H -1.497 3.148 1.453 0.29
H -1.218 1.860 2.164 0.29
O -1.205 2.245 1.278 -0.61